Entry 1:
{
  "formula": "C5H8O",
  "method": "ωB97M-V with the def2-TZVPD basis set",
  "multiplicity": 3,
  "lumo_energy_ev": [1.21, -1.78],
  "orbital_gap_ha": [0.1624, 0.3407],
  "de_lowest_ev": 3.4098,
  "homo_ev": [-3.2, -11.0],
  "s_squared": 2.007,
  "symbols": ["C", "C", "C", "C", "C", "O", "H", "H", "H", "H", "H", "H", "H", "H"],
  "positions_angstrom": [[-1.218, 0.857, -0.289], [0.268, 0.855, -0.136], [-0.485, -0.098, 0.709], [1.439, 0.632, -1.357], [-0.323, -1.447, 1.193], [0.281, 0.960, 1.351], [-1.813, 1.637, 0.253], [-1.768, 0.458, -1.138], [1.147, 1.364, -1.993], [1.024, -0.398, -1.601], [2.407, 0.579, -0.853], [-0.704, -2.123, 0.394], [-0.985, -1.624, 2.095], [0.730, -1.653, 1.373]],
  "forces_ev_per_angstrom": [[-0.4018, -1.0780, 0.8345], [3.2251, 5.9681, -5.9713], [-0.7238, 1.3256, 2.3494], [-3.1634, -4.1568, 5.1519], [-1.6318, -1.4008, -0.1489], [-0.5190, -2.8172, 1.6429], [0.9202, -0.6197, -0.5069], [0.5149, -0.5093, -0.0779], [-0.1260, 2.1020, -2.1899], [1.1746, 0.6506, -0.8281], [-0.2726, 0.3158, -0.5981], [0.3342, 0.2163, 0.6180], [0.8229, 0.0938, -0.5342], [-0.1534, -0.0904, 0.2585]]
}

***

Entry 2:
{
  "formula": "C45H43N5O6PSe2W",
  "method": "ωB97M-V with the def2-TZVPD basis set",
  "multiplicity": 3,
  "charge": 1,
  "lumo_energy_ev": [-3.08, -3.25],
  "orbital_gap_ha": [0.1875, 0.2481],
  "de_lowest_ev": 0.0000,
  "homo_ev": [-8.2, -10.0],
  "s_squared": 2.045,
  "symbols": ["W", "Se", "Se", "C", "C", "C", "C", "C", "N", "C", "C", "C", "C", "C", "N", "H", "H", "H", "H", "H", "H", "H", "H", "O", "C", "C", "C", "C", "C", "C", "C", "P", "C", "C", "C", "C", "C", "C", "C", "C", "C", "C", "C", "C", "H", "H", "H", "H", "H", "H", "H", "H", "H", "H", "H", "H", "H", "H", "O", "C", "O", "C", "C", "C", "C", "C", "C", "N", "O", "O", "H", "H", "H", "H", "N", "C", "N", "C", "C", "C", "C", "C", "H", "H", "H", "H", "H", "H", "H", "H", "H", "H", "C", "C", "C", "O", "H", "H", "H", "H", "H", "H", "H"],
  "positions_angstrom": [[-0.771, -0.722, 0.606], [-2.665, 0.966, 1.535], [-1.914, -2.188, 2.475], [-0.770, -1.038, 3.415], [-0.572, -0.964, 4.791], [0.246, 0.028, 5.284], [0.847, 0.933, 4.405], [0.629, 0.801, 3.058], [-0.156, -0.184, 2.577], [-3.438, 0.264, -0.012], [-4.694, 0.504, -0.568], [-5.071, -0.226, -1.672], [-4.207, -1.190, -2.202], [-2.977, -1.364, -1.623], [-2.595, -0.627, -0.560], [-1.075, -1.669, 5.437], [0.410, 0.114, 6.350], [1.478, 1.733, 4.765], [1.071, 1.468, 2.337], [-5.344, 1.233, -0.108], [-6.042, -0.066, -2.121], [-4.486, -1.789, -3.056], [-2.270, -2.092, -1.984], [-0.243, 1.269, -0.014], [0.822, 1.998, -0.096], [1.821, 1.795, -1.078], [2.820, 2.771, -1.298], [3.767, 2.598, -2.277], [3.775, 1.433, -3.053], [2.823, 0.455, -2.831], [1.840, 0.614, -1.854], [0.530, -0.626, -1.707], [-0.525, -0.051, -3.088], [-1.364, 1.045, -2.875], [-2.090, 1.587, -3.923], [-1.984, 1.051, -5.199], [-1.124, -0.012, -5.426], [-0.387, -0.553, -4.381], [1.325, -2.187, -2.203], [0.652, -3.182, -2.911], [1.280, -4.381, -3.213], [2.580, -4.612, -2.789], [3.246, -3.643, -2.050], [2.622, -2.443, -1.753], [2.806, 3.667, -0.694], [4.509, 3.367, -2.452], [4.510, 1.301, -3.836], [2.831, -0.435, -3.447], [-1.447, 1.483, -1.888], [-2.738, 2.434, -3.740], [-2.554, 1.474, -6.015], [-1.009, -0.417, -6.423], [0.307, -1.352, -4.593], [-0.370, -3.026, -3.231], [0.748, -5.139, -3.773], [3.071, -5.547, -3.027], [4.256, -3.825, -1.704], [3.139, -1.695, -1.164], [-0.939, -2.736, -0.287], [0.104, -3.160, 0.314], [0.742, -2.298, 0.974], [0.519, -4.575, 0.260], [1.747, -4.943, 0.796], [2.156, -6.263, 0.728], [1.312, -7.181, 0.132], [0.077, -6.841, -0.389], [-0.319, -5.518, -0.325], [1.751, -8.596, 0.050], [0.978, -9.388, -0.444], [2.837, -8.866, 0.516], [2.374, -4.188, 1.251], [3.107, -6.588, 1.125], [-0.545, -7.604, -0.832], [-1.274, -5.206, -0.726], [2.362, -0.250, 0.967], [3.484, -0.096, 1.209], [4.764, 0.080, 1.485], [5.392, -0.840, 2.445], [6.051, -2.012, 1.728], [7.016, -1.513, 0.655], [6.306, -0.587, -0.328], [5.632, 0.569, 0.400], [4.627, -1.173, 3.145], [6.135, -0.267, 3.005], [5.272, -2.631, 1.269], [6.570, -2.633, 2.459], [7.466, -2.355, 0.128], [7.836, -0.968, 1.135], [5.546, -1.146, -0.886], [7.008, -0.185, -1.061], [5.022, 1.166, -0.276], [6.378, 1.227, 0.854], [-0.449, 4.724, -0.063], [-0.161, 3.809, 1.109], [0.175, 4.551, 2.381], [1.009, 2.995, 0.786], [-1.349, 5.307, 0.130], [-0.606, 4.148, -0.977], [0.382, 5.413, -0.225], [-1.000, 3.134, 1.274], [1.071, 5.158, 2.246], [0.338, 3.861, 3.211], [-0.651, 5.210, 2.648]],
  "forces_ev_per_angstrom": [[-0.4750, -1.0025, -0.1743], [-0.0871, -0.0453, -0.1993], [0.0551, 0.1322, -0.0534], [-0.0755, -0.0855, 0.1069], [-0.0056, -0.0159, 0.0040], [-0.0127, -0.0111, 0.0065], [0.0189, 0.0177, -0.0159], [0.0136, -0.0756, 0.0264], [0.1928, 0.2340, 0.2842], [-0.0184, 0.0037, 0.0186], [0.0428, -0.0027, 0.0407], [-0.0102, -0.0079, -0.0125], [0.0293, 0.0231, 0.0019], [-0.0578, 0.0783, -0.0106], [0.1193, -0.0813, 0.0014], [0.0054, 0.0058, 0.0116], [0.0019, 0.0024, 0.0020], [0.0026, -0.0041, 0.0128], [0.0065, -0.0071, 0.0112], [-0.0151, 0.0006, -0.0202], [-0.0026, 0.0018, 0.0039], [-0.0111, 0.0037, -0.0010], [0.0146, -0.0076, -0.0197], [0.1389, -0.0591, 0.2535], [0.0125, 0.0449, -0.1640], [0.0398, -0.0301, -0.0157], [0.0140, 0.0079, -0.0037], [0.0266, -0.0431, 0.0238], [-0.0136, 0.0051, 0.0189], [0.0076, -0.0022, -0.0318], [-0.0025, -0.0176, 0.0298], [0.1785, 0.0943, -0.1674], [0.0167, -0.0328, -0.0456], [-0.0604, 0.0126, 0.0818], [-0.0070, -0.0062, -0.0084], [0.0108, -0.0056, -0.0077], [0.0118, -0.0021, 0.0103], [-0.0506, 0.0229, 0.0178], [-0.0480, 0.0022, -0.0175], [-0.0137, 0.0165, 0.0143], [-0.0375, -0.0168, 0.0360], [0.0286, 0.0135, 0.0160], [-0.0168, -0.0216, -0.0213], [-0.0014, 0.0215, 0.0492], [0.0093, 0.0093, 0.0006], [-0.0102, 0.0107, 0.0039], [0.0000, 0.0006, -0.0049], [0.0078, 0.0305, 0.0135], [-0.0222, -0.0291, -0.0444], [0.0009, 0.0029, 0.0021], [-0.0002, -0.0036, -0.0038], [-0.0060, 0.0029, -0.0019], [0.0101, -0.0396, 0.0058], [-0.0221, -0.0003, -0.0129], [0.0010, 0.0031, -0.0077], [-0.0034, 0.0004, 0.0014], [-0.0039, 0.0036, 0.0076], [-0.0037, -0.0095, 0.0052], [0.0436, 0.3093, 0.1240], [-0.0577, -0.1036, -0.0396], [-0.1047, 0.3544, -0.0626], [-0.0773, 0.1488, -0.0263], [0.0429, 0.0068, 0.0011], [0.0522, 0.0252, 0.0259], [0.0203, 0.0010, -0.0772], [-0.0115, -0.0493, -0.0304], [-0.0022, 0.0213, -0.0409], [-0.1638, 0.0395, 0.2935], [0.0715, 0.0013, -0.0996], [0.0447, -0.0117, -0.1129], [-0.0022, -0.0093, 0.0064], [-0.0086, -0.0051, -0.0015], [0.0010, 0.0051, 0.0038], [-0.0018, -0.0105, 0.0051], [0.2706, 0.2942, 0.0394], [0.0368, -0.2228, -0.0423], [-0.0657, 0.0822, 0.0196], [0.0147, -0.0244, -0.0242], [-0.0142, -0.0017, 0.0119], [0.0242, 0.0097, 0.0139], [-0.0347, 0.0301, 0.0063], [0.0325, -0.0226, -0.0001], [0.0019, 0.0164, 0.0195], [0.0074, 0.0038, -0.0172], [0.0018, 0.0011, 0.0030], [-0.0029, -0.0131, -0.0066], [-0.0023, -0.0013, 0.0002], [0.0075, -0.0077, -0.0053], [-0.0077, -0.0052, -0.0113], [-0.0001, -0.0073, -0.0088], [-0.0096, 0.0411, 0.0039], [0.0101, -0.0183, 0.0093], [-0.0065, -0.0161, 0.0045], [0.0239, 0.0005, 0.0296], [0.0112, 0.0196, -0.0100], [-0.0670, -0.0043, -0.0472], [-0.0004, -0.0045, 0.0025], [-0.0062, 0.0000, 0.0018], [0.0012, -0.0039, -0.0049], [-0.0129, -0.0066, -0.0035], [-0.0016, -0.0012, 0.0045], [0.0154, -0.0049, -0.0192], [0.0027, 0.0021, 0.0043]]
}

***

Entry 3:
{
  "formula": "C7H13IN3O3P2S",
  "method": "ωB97M-V with the def2-TZVPD basis set",
  "multiplicity": 1,
  "charge": 1,
  "lumo_energy_ev": -3.95,
  "orbital_gap_ha": 0.3163,
  "homo_ev": -12.6,
  "symbols": ["C", "C", "I", "C", "C", "N", "P", "O", "O", "N", "C", "C", "C", "O", "N", "P", "S", "H", "H", "H", "H", "H", "H", "H", "H", "H", "H", "H", "H", "H"],
  "positions_angstrom": [[2.381, 2.219, -0.230], [2.761, 0.699, -0.204], [3.230, 0.188, 1.844], [1.734, -0.263, -0.909], [0.372, -0.419, -0.198], [-0.048, -1.513, 0.533], [0.718, -3.110, 0.934], [0.317, -4.263, -0.211], [2.361, -2.978, 1.129], [-1.273, -1.250, 0.994], [-1.734, -0.080, 0.616], [-3.104, 0.490, 1.004], [-4.238, -0.553, 0.655], [-4.006, -1.682, 0.355], [-0.667, 0.461, -0.180], [-0.861, 2.042, -0.948], [-0.134, 2.188, -2.729], [2.179, 2.619, -1.245], [3.227, 2.772, 0.249], [1.519, 2.348, 0.478], [3.716, 0.606, -0.783], [1.539, 0.170, -1.927], [2.142, -1.287, -1.103], [-0.487, -3.976, -0.687], [2.827, -2.612, 0.351], [-3.374, 1.443, 0.503], [-3.140, 0.687, 2.108], [-5.314, -0.232, 0.719], [-0.371, 3.055, -0.070], [-2.273, 2.229, -1.047]],
  "forces_ev_per_angstrom": [[0.1650, -0.5182, 1.0518], [0.3917, 0.5209, -1.0590], [-0.1530, 0.0262, -0.4378], [-0.5954, 0.2082, -0.0934], [-0.0675, -0.6133, 0.0058], [1.1108, 4.0800, -3.3697], [-0.4551, -3.4332, 4.4792], [0.7323, 2.5328, -0.4738], [-1.7871, 0.6521, -2.5144], [-2.1572, -0.6030, 1.2965], [2.4124, -1.5935, -0.0869], [-0.1352, -0.3043, -0.0961], [-0.1961, -0.0025, 0.2591], [0.2100, 0.0533, -0.1812], [-0.8843, 0.9170, 0.7296], [0.3411, 1.0609, -2.1313], [-0.0675, -0.2242, 0.4029], [0.0867, -0.3882, 0.6866], [-0.7095, -0.3573, -0.5416], [0.6410, 0.1641, -0.7489], [-0.7972, -0.1842, 0.6386], [0.0314, -0.3125, 0.8700], [-0.2545, 0.8518, 0.3774], [0.2283, -0.4291, -0.0043], [0.3936, -0.3313, 0.4278], [0.4281, -0.6205, 0.3225], [0.1081, -0.2508, -0.9019], [0.8140, 0.3862, 0.1356], [-0.4597, -0.8310, 0.1936], [0.6247, -0.4565, 0.7631]]
}

***

no.,DFT total energy (eV)
1,-7353.00091
2,-208899.79509
3,-55588.57541